# 1
Formula: C17H19N3OOsS
Source: the OMol25 dataset
Level of theory: the ωB97M-V functional and the def2-TZVPD basis

Output
relative energy (zero: lowest compared OMol25 entry of this formula, charge and spin) = 20.3 kcal per mole
net charge = +2

Atoms and positions in Å:
Os  -0.15  0.54  0.28
C  -3.04  -0.17  1.83
C  -1.96  0.85  1.60
C  -2.03  1.77  0.52
C  -1.02  2.74  0.27
C  -1.14  3.77  -0.81
C  0.16  2.71  1.07
C  0.19  1.94  2.23
C  1.36  2.00  3.15
C  -0.86  1.00  2.46
H  -2.79  -1.11  1.34
H  -3.99  0.17  1.43
H  -3.15  -0.37  2.90
H  -2.89  1.75  -0.13
H  -0.52  3.54  -1.67
H  -0.79  4.73  -0.41
H  -2.17  3.87  -1.14
H  0.98  3.38  0.84
H  1.09  1.66  4.15
H  1.74  3.02  3.21
H  2.16  1.36  2.77
H  -0.79  0.35  3.32
N  -1.53  -0.66  -3.74
C  -1.03  -0.54  -2.50
S  -0.57  0.99  -1.90
N  -0.86  -1.60  -1.76
N  -0.35  -1.32  -0.52
C  0.07  -2.50  -0.01
C  0.85  -2.74  1.10
C  1.19  -4.09  1.46
C  2.01  -4.31  2.52
C  2.53  -3.20  3.25
C  2.23  -1.91  2.94
C  1.38  -1.66  1.84
O  1.08  -0.43  1.55
H  -1.61  0.12  -4.37
H  -1.81  -1.57  -4.08
H  -0.24  -3.34  -0.63
H  0.79  -4.90  0.87
H  2.28  -5.32  2.80
H  3.19  -3.40  4.09
H  2.64  -1.08  3.50

***

# 2
Formula: C4H10OSi2
Source: the OMol25 dataset
Level of theory: the ωB97M-V functional and the def2-TZVPD basis

Output
relative energy (zero: lowest compared OMol25 entry of this formula, charge and spin) = 39.3 kcal per mole

Atoms and positions in Å:
C  1.64  1.38  2.28
C  -1.37  1.22  -2.04
C  1.47  0.64  1.18
C  -0.87  1.46  -0.84
O  -0.15  -1.35  -0.09
Si  -0.27  -2.89  -0.76
Si  -0.13  0.20  0.29
H  2.67  1.41  2.60
H  0.73  1.91  2.71
H  -1.86  1.91  -2.66
H  -1.52  0.25  -2.55
H  2.24  -0.11  0.83
H  -0.87  2.44  -0.32
H  1.20  -3.27  -0.88
H  -0.89  -2.57  -2.03
H  -0.80  -3.63  0.30
H  -1.23  1.01  1.96

***

Record order is preserved below.
HOMO level: -14.68 -8.30 eV
Record order is preserved below.
Kohn-Sham gap: 6.0 8.9 eV